Entry from the Open Molecules 2025 dataset: 17 unconnected molecules or ions with the total composition C99H221N11O17 (ωB97M-V/def2-TZVPD).

The value obtained for the electronic energy is -5785.19376 hartree. The value obtained for the LUMO energy is 0.0 eV. The value obtained for the molecular weight is 1837.9 g/mol. Its spin multiplicity is 1. The value obtained for the energy above the lowest of the compared OMol25 structures with the same formula, charge and spin is 8.5199 eV.

Geometry as XYZ:
```
348
Properties=species:S:1:pos:R:3:forces:R:3:lowdin_charge:R:1
C -16.3451 4.9278 -15.6471 0.46 -1.22 -0.32 -0.0293
C -14.8276 4.5148 -15.4666 0.52 0.03 -0.29 -0.4431
C -14.6199 3.9342 -14.0252 -0.58 0.10 0.21 -0.1418
C -13.4361 3.0221 -13.7760 0.45 -1.01 -1.02 -0.1686
C -13.4768 1.8944 -14.8576 -0.17 2.18 0.56 -0.1382
C -13.3896 2.4844 -16.2512 -0.31 0.72 -1.03 -0.4764
N -14.5037 3.4727 -16.4761 -1.32 -2.05 1.37 -0.1154
O -14.6849 3.8834 -17.8132 1.40 0.91 0.14 -0.0361
C -11.9893 3.1556 -16.5378 -1.09 -1.06 -0.08 -0.0052
C -13.6378 1.2454 -17.1685 0.95 1.27 0.04 -0.0232
C -13.8784 5.7230 -15.6794 -1.39 1.29 0.12 -0.0316
H -16.9937 4.0847 -15.4091 0.24 -0.43 0.11 0.0709
H -16.5294 5.0795 -16.7106 0.07 0.57 0.07 0.0687
H -16.7731 5.7216 -15.0349 0.75 0.40 -0.08 0.0799
H -14.5977 4.7535 -13.3067 0.10 0.39 -0.20 0.1182
H -15.5052 3.3834 -13.7073 -0.26 -0.19 -0.37 0.1110
H -13.4505 2.5506 -12.7934 -0.32 0.21 0.16 0.1082
H -12.4903 3.5625 -13.8160 0.09 0.06 -0.13 0.0948
H -14.4805 1.4700 -14.8366 0.19 -0.67 0.41 0.1244
H -12.6471 1.1910 -14.7877 -0.29 -0.23 0.36 0.0872
H -11.6639 3.8151 -15.7333 -0.19 0.10 -0.16 0.0637
H -11.2438 2.3673 -16.6426 0.18 -0.02 -0.11 0.0670
H -12.0957 3.6868 -17.4836 0.28 0.14 0.04 0.0762
H -14.6166 0.7747 -17.0770 -0.13 0.44 0.09 0.0889
H -13.4437 1.6027 -18.1798 -0.06 -0.61 -0.26 0.0567
H -12.9041 0.5109 -16.8364 0.17 -0.16 -0.49 0.0660
H -13.1380 5.8841 -14.8958 0.28 -0.39 -0.26 0.0774
H -14.5270 6.5971 -15.6224 -0.02 0.37 0.39 0.0683
H -13.5081 5.8716 -16.6937 0.43 -0.74 0.08 0.0773
H -15.4030 3.4072 -18.2364 -0.28 -0.46 0.59 0.0968
C -5.0400 6.2635 -9.0569 -0.62 0.40 0.98 -0.0386
C -5.2703 5.6322 -10.4346 -1.18 2.12 0.48 -0.4589
C -4.1067 4.7179 -10.6983 1.05 -0.25 1.57 -0.1193
C -4.1563 3.4284 -9.7952 1.44 0.33 -2.34 -0.1823
C -5.3689 2.6505 -10.1691 -0.29 1.57 0.99 -0.1495
C -6.5835 3.4961 -9.7768 -1.62 -1.37 1.87 -0.4452
N -6.5134 4.8494 -10.3211 3.29 -2.31 -1.89 -0.1735
O -7.6367 5.5528 -10.1548 -1.87 1.34 0.44 0.0037
C -7.8444 2.8116 -10.4250 0.47 0.38 0.10 -0.0278
C -6.7695 3.5271 -8.1673 -0.08 -0.07 -0.86 -0.0135
C -5.4469 6.7924 -11.5505 -0.37 -0.87 -0.14 -0.0045
H -4.1539 6.8785 -8.8997 0.23 -0.18 -0.37 0.0871
H -5.0782 5.4621 -8.3190 0.58 0.01 -0.02 0.0558
H -5.8754 6.8720 -8.7106 -0.25 0.25 -0.49 0.0840
H -3.9728 4.6459 -11.7776 0.11 -0.92 0.02 0.1099
H -3.2262 5.1822 -10.2541 0.20 0.70 -0.69 0.1126
H -3.9308 3.6042 -8.7433 -0.87 0.46 0.09 0.1108
H -3.3123 2.7746 -10.0153 0.44 0.17 -0.57 0.1019
H -5.1944 1.7221 -9.6254 -1.30 -0.51 -0.50 0.1233
H -5.4559 2.6486 -11.2556 0.50 -0.95 -0.11 0.1191
H -7.7414 2.6788 -11.5019 0.48 0.27 -0.24 0.0615
H -7.9917 1.7915 -10.0702 -0.17 0.18 0.48 0.0857
H -8.7278 3.4400 -10.3117 -0.19 -0.40 0.45 0.0740
H -7.1029 2.6190 -7.6650 -0.34 -0.44 -0.69 0.0699
H -5.8486 3.7156 -7.6155 0.11 0.50 -0.34 0.0534
H -7.5210 4.2843 -7.9435 0.18 0.16 0.11 0.0750
H -5.8176 6.4498 -12.5165 0.10 -1.01 -0.08 0.0504
H -4.5550 7.3380 -11.8587 0.42 -0.15 0.71 0.0742
H -6.2220 7.5369 -11.3687 0.14 0.00 0.98 0.0687
H -8.1444 5.2769 -10.9214 -0.52 0.50 -0.10 0.1043
C -0.3742 7.9265 -17.9037 -0.38 0.40 0.33 -0.0258
C 0.6305 8.6650 -18.7739 1.03 -1.42 -1.16 -0.4792
C 1.9846 7.8920 -18.6582 0.31 1.35 0.16 -0.1770
C 2.1331 6.7045 -19.5037 -0.71 -0.36 -1.70 -0.1878
C 1.7177 7.0353 -20.9391 0.12 1.10 -0.75 -0.1241
C 0.3500 7.6939 -21.1735 -1.57 -1.61 1.26 -0.5190
N 0.2341 8.7911 -20.2146 2.15 -0.15 -0.22 -0.1131
O -0.8607 9.6464 -20.4354 -0.24 -0.33 0.54 -0.0019
C 0.1845 8.1169 -22.6317 0.42 0.34 -0.21 -0.0346
C -0.7482 6.6372 -20.9511 0.08 -0.91 0.07 -0.0344
C 0.9413 10.0511 -18.2884 -0.77 0.87 1.80 -0.0538
H -1.3444 8.4133 -18.0028 -0.15 -0.04 0.27 0.0894
H -0.0025 7.9634 -16.8797 -0.28 0.23 0.25 0.0810
H -0.5094 6.8645 -18.1088 0.23 0.14 -0.40 0.0513
H 2.8099 8.5737 -18.8637 -0.06 0.38 -0.55 0.1176
H 2.2936 7.5591 -17.6673 -0.95 0.34 0.68 0.1172
H 1.4853 5.9178 -19.1169 0.48 -0.51 0.05 0.1070
H 3.2080 6.5241 -19.4899 -0.16 -1.03 -0.05 0.1202
H 1.7707 6.2297 -21.6715 0.28 -0.26 0.30 0.1214
H 2.3635 7.8452 -21.2783 0.68 -0.15 -0.17 0.1200
H 0.7383 9.0439 -22.7804 -0.39 0.24 -0.28 0.0884
H 0.5599 7.4039 -23.3657 0.68 -0.41 0.48 0.0839
H -0.8524 8.1251 -22.9676 -0.18 0.86 0.50 0.0767
H -0.6644 6.0646 -20.0274 0.01 0.43 0.39 0.0553
H -1.7536 7.0514 -21.0280 0.01 0.03 -0.02 0.0793
H -0.6143 5.8310 -21.6723 -0.26 0.13 -0.52 0.0848
H 0.0359 10.5027 -17.8831 -0.25 0.40 -0.30 0.0849
H 1.4427 10.7587 -18.9488 -0.10 -0.43 -0.44 0.0967
H 1.5616 10.0020 -17.3934 0.23 -0.20 0.04 0.0881
H -0.4280 10.4793 -20.2336 -0.39 0.51 -0.31 0.0849
C -3.2521 -1.0993 -10.8015 0.21 -0.06 -0.59 -0.0339
C -2.9814 -2.5205 -10.3117 -2.09 0.16 2.36 -0.4868
C -4.3756 -3.2720 -10.2178 0.86 -0.18 -0.18 -0.1341
C -4.7933 -3.9594 -11.5056 -0.38 0.17 -0.10 -0.1807
C -3.6354 -4.8005 -12.1068 -1.21 0.76 1.03 -0.1357
C -2.3068 -4.0796 -12.2450 -0.24 0.12 -1.53 -0.4774
N -2.0128 -3.3387 -10.9833 -2.55 -2.66 -1.00 -0.1416
O -0.7613 -2.8542 -10.9662 2.18 1.27 0.09 0.0106
C -1.3144 -5.2593 -12.5067 0.23 1.07 0.89 -0.0374
C -2.2545 -3.1694 -13.5220 0.26 0.18 0.80 -0.0204
C -2.5812 -2.3074 -8.8095 1.29 0.36 -0.71 -0.0454
H -2.3273 -0.5230 -10.8288 0.09 -0.04 -0.51 0.0818
H -3.8898 -0.5543 -10.1055 -0.19 -0.24 0.06 0.0703
H -3.7662 -1.1578 -11.7609 0.19 0.44 -0.18 0.0735
H -4.3457 -4.0015 -9.4085 0.42 -0.30 -0.04 0.1134
H -5.1584 -2.5941 -9.8778 0.15 0.42 -0.19 0.1131
H -5.2888 -3.2369 -12.1541 0.85 0.47 -0.72 0.0906
H -5.7009 -4.5256 -11.2964 0.26 -0.89 0.24 0.1019
H -3.9222 -5.2534 -13.0559 0.09 -0.01 0.04 0.1214
H -3.4109 -5.5756 -11.3741 -0.37 -0.39 -0.02 0.1169
H -1.7223 -6.0308 -13.1597 -0.19 0.32 -0.14 0.0825
H -0.3909 -4.8675 -12.9329 0.13 -0.23 0.12 0.0780
H -1.1341 -5.7274 -11.5390 0.31 -0.11 0.00 0.0828
H -2.2968 -3.6838 -14.4820 -0.05 -0.48 0.21 0.0799
H -3.0366 -2.4107 -13.5527 -0.01 0.07 0.22 0.0640
H -1.2801 -2.6828 -13.4782 -0.03 0.31 -0.15 0.0745
H -1.7648 -1.5855 -8.7905 -0.07 0.52 -0.03 0.0708
H -2.0863 -3.1349 -8.3011 -0.73 -0.63 -0.05 0.0814
H -3.4068 -1.8725 -8.2463 0.02 -0.31 0.04 0.0850
H -0.4008 -3.2383 -10.1636 0.53 0.01 0.01 0.1109
C -10.6245 12.0653 -17.7171 -0.62 -0.84 1.51 -0.0060
C -10.0237 11.6638 -16.2778 0.53 -0.40 -1.69 -0.4528
C -10.1336 10.1276 -16.0204 -0.26 -0.85 0.05 -0.1344
C -9.1550 9.2556 -16.7581 1.77 0.53 -0.23 -0.1788
C -7.7307 9.6582 -16.3775 -0.98 0.15 -0.33 -0.1717
C -7.4437 11.1090 -16.6054 0.26 1.90 1.37 -0.4709
N -8.5846 12.0117 -16.1688 -0.17 -2.20 1.82 -0.1104
O -8.3718 13.3779 -16.3493 0.23 0.14 -0.48 -0.0081
C -6.1237 11.3118 -15.7442 -0.33 2.04 -0.73 -0.0210
C -7.2015 11.4160 -18.0252 1.72 0.27 -2.95 -0.0583
C -10.8168 12.3415 -15.1886 -0.89 0.70 1.25 -0.0597
H -10.3791 11.2959 -18.4492 0.61 0.57 -0.33 0.0633
H -10.4813 13.1167 -17.9664 0.86 -0.29 -0.25 0.0784
H -11.7129 12.0087 -17.6983 -0.26 -0.23 0.44 0.0654
H -9.9362 9.8158 -14.9948 -0.21 0.88 0.54 0.1171
H -11.1252 9.7260 -16.2292 -0.37 0.54 -0.08 0.1216
H -9.2633 9.3880 -17.8346 -0.05 -0.55 -0.15 0.0901
H -9.0618 8.2213 -16.4271 -1.42 -0.35 -0.42 0.1120
H -7.0439 9.0649 -16.9811 0.28 0.07 0.16 0.1051
H -7.5334 9.4665 -15.3228 -0.24 -0.35 0.06 0.1179
H -6.1788 11.1152 -14.6734 -0.41 -0.69 -0.19 0.0789
H -5.2564 10.8505 -16.2165 -0.25 -0.60 0.07 0.0828
H -5.8288 12.3611 -15.7436 -0.19 0.37 -0.26 0.0697
H -6.3718 10.8283 -18.4180 0.15 -0.68 0.10 0.0723
H -7.9924 11.3108 -18.7678 -0.61 -0.50 0.56 0.0829
H -6.8066 12.3813 -18.3418 -0.21 0.70 1.07 0.0984
H -10.7606 13.4127 -14.9953 0.88 0.36 -0.66 0.0764
H -10.6111 11.9218 -14.2039 0.07 -0.33 -0.04 0.0846
H -11.8960 12.3078 -15.3384 -0.10 -0.75 -0.25 0.0846
H -8.7162 13.7140 -15.5186 0.27 0.43 0.13 0.0883
C 1.1083 1.5470 -14.8349 0.33 1.54 0.54 -0.0167
C 1.0590 2.5313 -13.6188 -1.73 -2.88 0.42 -0.4684
C 2.3195 3.3081 -13.3923 0.91 0.57 0.46 -0.1700
C 2.6511 4.3756 -14.4188 -0.01 -1.92 0.66 -0.1913
C 1.4641 5.2566 -14.5110 -1.78 0.82 -1.50 -0.1114
C -0.0068 4.5816 -14.6345 0.05 -0.19 0.26 -0.4451
N -0.1025 3.4155 -13.7509 2.75 1.33 1.23 -0.1507
O -1.2919 2.7287 -13.8186 -0.82 -0.25 -0.42 0.0007
C -0.9662 5.6385 -14.0620 0.03 0.42 -0.34 -0.0438
C -0.3764 4.3220 -16.1024 -0.03 0.08 -0.51 -0.0260
C 0.8663 1.5575 -12.3175 0.21 0.78 -1.27 -0.0119
H 2.0173 0.9770 -14.6430 -0.29 -0.60 -0.64 0.0879
H 1.1614 2.1490 -15.7421 0.55 -0.16 -0.18 0.0590
H 0.1664 1.0098 -14.9452 0.31 -0.42 0.43 0.0795
H 2.1779 3.7868 -12.4233 0.10 0.25 0.20 0.1263
H 3.2128 2.6944 -13.2765 -0.30 -0.63 0.04 0.1205
H 2.8598 3.8748 -15.3642 -0.39 -0.06 -0.37 0.1114
H 3.6391 4.7796 -14.1982 -0.34 0.81 0.33 0.1180
H 1.6344 5.7599 -15.4628 -0.64 0.68 -0.07 0.1029
H 1.2945 6.0233 -13.7550 0.82 -0.17 0.28 0.1105
H -0.7076 5.8487 -13.0242 0.00 0.10 -0.02 0.0862
H -0.8719 6.5337 -14.6767 0.23 0.32 0.18 0.0763
H -2.0371 5.4417 -14.1128 -0.04 -0.68 -0.06 0.0680
H -1.1423 3.5912 -16.3623 0.08 -0.48 0.87 0.0616
H -0.8561 5.2176 -16.4974 0.62 0.33 -0.28 0.0520
H 0.5066 4.0344 -16.6731 0.01 0.27 -0.24 0.0758
H 0.3913 0.6198 -12.6062 -0.23 0.15 -0.02 0.0627
H 0.2996 2.0164 -11.5073 0.00 0.19 -0.13 0.0706
H 1.8488 1.2805 -11.9355 0.10 0.13 0.00 0.0678
H -1.7796 3.1774 -13.1240 -0.50 -0.32 0.13 0.0959
C -10.6714 -3.0586 -22.8660 -0.29 -0.22 -2.06 -0.0626
C -10.9122 -2.3362 -21.5239 1.67 -0.61 -0.78 -0.4037
C -10.2425 -3.2918 -20.4823 -2.00 1.45 2.12 -0.1022
C -9.8428 -2.5064 -19.1461 2.21 -0.82 -1.18 -0.1327
C -8.9284 -1.3231 -19.4761 0.50 -0.42 -0.45 -0.1632
C -9.4011 -0.3994 -20.5770 -0.92 0.83 1.56 -0.5031
N -9.9646 -1.1426 -21.6866 0.27 -1.97 0.72 -0.1129
O -10.3883 -0.2703 -22.6625 -0.18 0.41 -0.98 -0.0220
C -10.4547 0.5662 -19.9521 0.22 0.39 -1.06 -0.0038
C -8.1596 0.4021 -20.9910 0.00 0.43 -0.20 -0.0168
C -12.4438 -2.0108 -21.1785 1.90 0.49 0.22 0.0129
H -11.3191 -3.8481 -23.2474 -0.76 -0.18 0.96 0.0782
H -9.6955 -3.5219 -23.0114 0.33 0.15 0.94 0.0728
H -10.6688 -2.4223 -23.7510 -0.30 0.77 0.30 0.0722
H -11.0246 -3.9984 -20.2044 -0.24 -0.11 0.07 0.1087
H -9.4629 -3.9654 -20.8379 0.41 0.83 -0.23 0.1096
H -9.1062 -3.1658 -18.6870 -0.38 -0.43 0.56 0.0995
H -10.5412 -2.2337 -18.3549 -0.67 -0.22 -0.64 0.0872
H -7.9389 -1.6147 -19.8281 0.04 -1.09 -0.14 0.0973
H -8.6101 -0.7872 -18.5819 -0.65 0.44 0.16 0.1168
H -10.8413 1.1978 -20.7519 0.27 0.41 0.04 0.0485
H -11.3692 0.1026 -19.5824 0.32 -0.45 0.47 0.0731
H -9.9707 1.2059 -19.2141 -0.25 -0.02 0.13 0.0866
H -7.2632 -0.1390 -21.2940 -0.37 -0.82 -0.32 0.0749
H -8.3901 1.0849 -21.8088 -0.17 0.04 0.41 0.0513
H -7.7744 0.9252 -20.1158 -0.41 0.55 -0.02 0.0943
H -13.1882 -2.6578 -21.6425 0.33 -0.04 -0.04 0.0833
H -12.6462 -0.9680 -21.4227 -0.26 0.02 -0.39 0.0480
H -12.5475 -2.0092 -20.0934 -0.11 -0.34 0.07 0.0699
H -11.3249 -0.1258 -22.5090 -0.48 0.39 -0.01 0.0670
C -8.2131 4.0210 -16.3175 0.52 0.94 -0.17 -0.0223
C -6.6815 4.3713 -16.3110 0.12 -3.81 0.05 -0.4446
C -6.0972 3.3650 -15.2504 1.05 -0.61 1.10 -0.1589
C -4.5737 3.2604 -15.2338 -0.44 0.21 -1.96 -0.1604
C -4.1239 2.8198 -16.6976 0.27 0.82 1.61 -0.1024
C -4.5722 3.7459 -17.8658 -1.05 1.10 2.95 -0.4731
N -6.0404 4.0112 -17.6704 -0.92 -1.37 1.38 -0.0714
O -6.5638 4.8550 -18.6745 0.60 0.66 0.14 -0.0377
C -3.7848 5.0691 -17.6474 0.76 0.35 -0.50 -0.0088
C -4.3252 2.9946 -19.1234 -0.35 0.07 -1.89 -0.0383
C -6.4455 5.7350 -15.7937 0.39 0.93 -0.87 -0.0409
H -8.6462 4.4558 -15.4167 0.03 0.03 0.19 0.0783
H -8.4657 2.9612 -16.2847 0.35 -0.02 -0.39 0.0709
H -8.7352 4.5329 -17.1259 -0.13 -0.16 -0.23 0.0720
H -6.3028 3.6033 -14.2068 -0.73 1.09 0.06 0.1058
H -6.4296 2.3296 -15.1751 -0.71 -0.13 -1.35 0.0880
H -4.2250 2.5508 -14.4836 -0.04 -0.19 -0.14 0.1034
H -4.2417 4.2412 -14.8932 0.73 0.08 -0.43 0.0831
H -4.4257 1.7810 -16.8311 -0.15 0.01 -0.16 0.1161
H -3.0354 2.8762 -16.7016 0.09 -0.39 -0.19 0.0849
H -4.4422 5.9340 -17.5583 0.06 -0.06 -0.54 0.0711
H -3.1508 5.1035 -16.7615 -0.42 -0.47 0.52 0.0534
H -3.0027 5.2534 -18.3840 -0.35 0.10 -0.70 0.0756
H -4.9747 2.1258 -19.2303 0.27 -0.42 0.68 0.0840
H -4.6067 3.4972 -20.0487 0.09 0.82 0.13 0.0813
H -3.2704 2.7529 -19.2540 0.00 -0.25 0.27 0.0870
H -5.3639 5.8695 -15.7825 -0.11 0.33 0.80 0.0717
H -6.9643 5.8416 -14.8410 0.37 0.30 0.04 0.0884
H -6.7978 6.4671 -16.5204 -0.28 0.22 0.06 0.0752
H -7.4882 4.5979 -18.7067 -0.13 -0.29 -0.49 0.0657
C -13.5145 2.1793 -21.4278 -0.75 0.42 0.06 -0.0215
C -14.0939 3.4604 -22.0886 1.14 1.87 -0.90 -0.4057
C -13.5001 4.8514 -21.3735 1.73 -3.06 -0.10 -0.0731
C -11.9993 4.9746 -21.7283 -0.97 0.72 -1.29 -0.1990
C -11.9417 5.2244 -23.2285 -0.23 -0.01 1.38 -0.1579
C -12.4793 4.0711 -24.0738 -0.60 0.04 -0.85 -0.5017
N -13.7813 3.5611 -23.5857 0.34 2.87 2.27 -0.1373
O -14.1162 2.4139 -24.2471 -0.44 -1.23 -0.66 -0.0063
C -12.6362 4.6722 -25.5028 0.84 0.35 -0.15 -0.0297
C -11.4393 2.9997 -24.1053 2.43 -0.48 0.81 -0.0465
C -15.6081 3.5067 -21.9849 0.04 -0.08 0.61 -0.0513
H -14.1203 1.2803 -21.5409 -0.63 0.23 -0.32 0.0757
H -13.5796 2.4188 -20.3664 0.79 -0.37 0.25 0.0684
H -12.5597 1.8236 -21.8149 0.30 0.76 0.41 0.0450
H -14.0440 5.7707 -21.5905 -0.12 -0.29 -0.17 0.1170
H -13.3575 4.6984 -20.3037 -1.41 -0.17 0.34 0.0925
H -11.3812 4.1130 -21.4760 -0.32 -0.17 0.46 0.0891
H -11.5977 5.8756 -21.2645 0.17 -0.11 0.35 0.1008
H -10.8975 5.4639 -23.4296 -0.12 0.03 -0.87 0.1197
H -12.5822 6.1008 -23.3266 0.19 0.21 -0.68 0.1239
H -13.5277 5.2640 -25.7106 -0.44 -0.56 0.24 0.0833
H -11.8639 5.4335 -25.6130 0.32 0.07 0.17 0.0734
H -12.3672 3.9970 -26.3151 -0.63 -0.38 0.05 0.0788
H -10.5129 3.4410 -24.4730 0.07 0.04 -0.70 0.0913
H -11.0745 2.7852 -23.1008 -0.38 -0.22 0.47 0.0578
H -11.5272 2.0148 -24.5640 -0.80 0.37 -0.37 0.0921
H -15.9732 2.5010 -22.1928 -0.53 0.29 -0.34 0.0790
H -16.0246 4.3135 -22.5880 0.06 -0.40 -0.52 0.0878
H -15.9444 3.7955 -20.9891 0.23 -0.33 0.41 0.0718
H -14.7590 2.7571 -24.8721 -0.24 -0.46 -0.26 0.1111
C -7.3153 -0.4600 -14.2299 0.95 0.44 -0.03 -0.0484
C -8.7660 -0.6350 -13.9203 -2.37 -2.20 -0.68 -0.4523
C -9.4766 -1.2195 -15.2409 0.66 2.04 -0.39 -0.1364
C -10.9497 -1.6154 -15.2330 1.09 -0.45 2.49 -0.1600
C -11.0430 -2.6214 -14.0431 0.34 -0.61 -2.22 -0.1555
C -10.4210 -2.2090 -12.6997 -2.21 0.72 -0.15 -0.4531
N -9.0378 -1.7429 -12.9378 0.17 -0.85 -0.91 -0.1020
O -8.2721 -1.7086 -11.7589 -0.28 1.06 0.58 -0.0195
C -11.4028 -1.0817 -12.0682 0.81 -1.31 -0.26 -0.0059
C -10.4864 -3.4839 -11.8364 0.81 0.85 1.49 -0.0455
C -9.3586 0.7371 -13.5580 0.75 0.52 -0.22 -0.0192
H -6.8954 0.2142 -13.4834 0.44 -0.35 0.24 0.0813
H -7.1879 0.0896 -15.1625 -0.38 0.14 -0.18 0.0762
H -6.7069 -1.3512 -14.3845 -0.23 -0.26 0.50 0.0899
H -9.4098 -0.3538 -15.8998 0.16 0.20 -0.45 0.0985
H -8.8678 -1.9752 -15.7374 0.15 -0.29 0.47 0.1164
H -11.1396 -2.1594 -16.1583 -0.55 0.45 -0.01 0.0971
H -11.5439 -0.7246 -15.0292 -0.37 -0.11 -0.56 0.0724
H -10.4923 -3.4421 -14.5028 0.87 -0.36 0.55 0.1118
H -11.9914 -3.1581 -14.0230 -0.60 0.77 0.85 0.1156
H -12.3334 -1.4942 -11.6783 0.06 -0.52 -0.05 0.0736
H -10.9018 -0.6406 -11.2065 0.03 0.46 -0.26 0.0764
H -11.7290 -0.3926 -12.8472 0.42 0.36 0.29 0.0484
H -9.6382 -4.1477 -12.0042 -0.29 -0.26 -0.49 0.0830
H -10.3840 -3.2213 -10.7834 0.34 0.35 0.20 0.0734
H -11.4516 -3.9873 -11.7819 0.03 -0.04 -0.96 0.0860
H -10.2714 0.9794 -14.1022 -0.49 -0.31 0.70 0.0666
H -8.7097 1.5452 -13.8958 0.46 -0.08 -0.31 0.0610
H -9.3368 0.8875 -12.4786 -0.75 -0.15 0.02 0.0798
H -7.7209 -2.4946 -11.7668 0.02 -0.13 -0.30 0.0833
C -4.5286 9.3152 -21.6575 -1.76 0.65 -0.71 -0.0100
C -5.8312 9.1149 -22.5788 0.84 -0.83 -0.27 -0.4258
C -5.7285 7.7253 -23.3608 -2.62 -0.22 0.05 -0.1363
C -5.8916 6.5083 -22.4416 0.54 1.00 0.47 -0.1742
C -7.2495 6.5718 -21.7074 1.35 0.03 -0.75 -0.1446
C -7.5970 7.9181 -21.0624 0.18 -0.17 1.16 -0.4493
N -7.1651 9.1122 -21.8876 0.09 -0.90 -0.49 -0.0781
O -7.3146 10.3523 -21.2052 -0.42 -0.74 -0.26 -0.0299
C -9.1277 7.9327 -20.7762 0.91 0.61 -0.64 -0.0165
C -6.8953 7.8779 -19.6880 -0.13 0.81 0.07 -0.0308
C -5.9411 10.2227 -23.7042 -0.06 -1.40 1.09 -0.0296
H -4.3481 8.5708 -20.8820 0.03 -0.38 -0.50 0.0540
H -4.6550 10.2396 -21.0940 0.15 0.31 -0.14 0.0677
H -3.6980 9.4408 -22.3521 0.20 -0.16 0.32 0.0750
H -6.6778 7.7490 -23.8959 -0.23 0.08 -0.53 0.1001
H -5.0198 7.5122 -24.1612 0.72 0.85 0.43 0.1173
H -4.9685 6.6070 -21.8704 -0.24 -0.66 1.05 0.0951
H -5.8867 5.5160 -22.8925 0.33 0.23 -0.57 0.1027
H -7.2447 5.7789 -20.9595 -0.22 0.26 0.20 0.0864
H -7.9300 6.2364 -22.4901 -0.59 0.39 0.01 0.1141
H -9.5009 6.9809 -20.3982 0.34 -0.19 -0.01 0.0702
H -9.3220 8.6784 -20.0053 -0.35 0.23 -0.29 0.0605
H -9.6117 8.1426 -21.7300 -0.36 0.25 0.19 0.0867
H -5.8611 7.5502 -19.7932 -0.17 -0.30 0.36 0.0797
H -6.8996 8.8474 -19.1897 0.18 0.35 -0.23 0.0431
H -7.4865 7.3116 -18.9683 0.33 -0.66 -0.22 0.0765
H -6.2413 11.2110 -23.3562 0.67 -0.02 0.26 0.0730
H -6.7738 9.9108 -24.3348 0.20 -0.14 -0.25 0.0739
H -4.9888 10.1416 -24.2282 -0.13 0.66 -0.29 0.0759
H -6.8144 10.2610 -20.3909 0.29 0.11 0.40 0.0291
O -2.0296 0.1540 -22.3045 -0.08 -0.37 -0.03 -0.0274
H -1.7876 -0.6579 -22.7500 0.18 -0.22 -0.07 0.0616
H -2.9858 0.1731 -22.3431 -0.34 0.19 0.02 0.0481
O -8.5372 3.7007 -20.9938 -0.36 -0.19 0.62 -0.0337
H -8.0646 3.5501 -21.8125 0.52 0.33 -0.28 -0.0109
H -9.2873 4.2395 -21.2453 -0.23 0.21 -0.04 0.0158
O -0.6385 2.3657 -21.7825 0.46 0.75 0.08 -0.0717
H -1.0286 1.5089 -21.9559 -0.29 -0.39 -0.17 -0.0424
H -0.7393 2.4886 -20.8386 0.04 0.09 0.19 0.0157
O -5.1551 1.2169 -24.2218 0.29 -0.04 0.18 -0.0278
H -5.1583 1.7975 -24.9828 0.15 0.21 -0.35 0.0604
H -5.1168 0.3353 -24.5927 -0.10 -0.30 -0.02 0.0587
O -7.1742 2.8216 -23.3609 -0.55 0.84 0.05 -0.0455
H -7.7270 2.2470 -22.8313 -0.08 -0.50 -0.21 -0.0092
H -6.3788 2.3126 -23.5168 0.33 -0.44 0.09 -0.0117
O -5.5321 -2.5706 -21.8358 0.32 -0.02 -0.15 -0.0529
H -5.7423 -2.2646 -20.9535 -0.06 0.07 0.27 0.0175
H -6.3562 -2.4986 -22.3174 -0.32 0.01 -0.13 0.0228
```
Positions in Å, forces in eV/Å.